w) {
  "formula": "Br2H4OSi2",
  "method": "ωB97M-V/def2-TZVPD",
  "total_charge": 0,
  "homo_energy_ev": -9.57,
  "orbital_gap_ev": 8.44,
  "multiplicity": 1,
  "elements": ["O", "Si", "Si", "Br", "Br", "H", "H", "H", "H"],
  "positions_angstrom": [[0.8757, 0.0445, 0.7112], [0.7586, -0.0775, -0.8883], [0.8942, -1.7125, 2.4287], [3.0318, -2.1724, 2.4220], [-0.2122, -3.2703, 1.4557], [-0.4855, -0.4255, -1.2293], [1.0462, 1.4335, -1.1429], [1.6709, -0.8847, -1.7153], [0.5184, -1.3776, 3.7259]],
  "nbo_charge": [-1.201, 1.277, 1.259, -0.240, -0.218, -0.263, -0.209, -0.235, -0.169]
}

x) {
  "formula": "Br2H4OSi2",
  "method": "ωB97M-V/def2-TZVPD",
  "total_charge": 0,
  "homo_energy_ev": -9.71,
  "orbital_gap_ev": 8.82,
  "multiplicity": 1,
  "elements": ["O", "Si", "Si", "Br", "Br", "H", "H", "H", "H"],
  "positions_angstrom": [[-0.9114, 0.5205, 0.2262], [0.0661, 1.7192, -0.2388], [-0.2765, -1.7731, 0.4452], [1.8934, -1.8237, 0.5245], [-0.9585, -2.2520, -1.5368], [1.3550, 1.1208, -0.4826], [-0.5511, 2.2944, -1.5218], [0.1255, 2.6917, 0.9257], [-0.7424, -2.4979, 1.6585]],
  "nbo_charge": [-1.225, 1.247, 1.219, -0.239, -0.206, -0.244, -0.210, -0.215, -0.125]
}

Question: of the structures shown, which is the least stable? Reply: w).